A molecular structure, C24H43ClCoP2 at a distorted geometry, computed with ωB97M-V/def2-TZVPD.

Structure (XYZ):
```
71
Properties=species:S:1:pos:R:3:forces:R:3
Co -0.555 0.136 -2.219 -0.848 1.547 7.371
Cl -1.455 1.201 1.738 -0.344 -0.184 -0.822
P 1.444 1.410 0.441 -0.983 -0.324 -0.562
P -1.600 0.781 -0.414 2.070 0.002 -0.464
C 1.963 2.295 1.918 0.407 0.357 0.674
C 3.088 1.061 -0.293 0.514 0.110 -0.416
C 0.953 -0.503 -2.948 3.438 0.745 -0.980
C 0.408 -1.139 -4.189 -0.326 -1.203 -0.507
C -0.682 -1.902 2.641 0.028 0.662 -0.916
C -1.869 -0.761 4.605 -0.467 0.362 -0.048
C 1.013 0.309 5.082 0.199 0.785 0.089
C -0.734 -0.955 3.683 0.786 -0.266 0.696
C -1.878 -0.440 -3.287 -2.903 -0.003 -2.529
C -1.142 -1.399 -4.175 0.499 -0.468 -0.198
C 0.653 -1.930 2.133 0.243 -0.765 0.896
C 1.052 0.955 -2.840 2.334 -1.531 -0.129
C 1.200 -2.955 1.211 0.139 -0.270 -0.516
C -0.887 2.476 -0.958 -1.482 0.718 0.336
C -1.115 -1.298 -0.738 -1.170 -1.837 0.344
C 0.603 1.854 -3.904 -1.024 0.874 -2.120
C -0.833 1.570 -4.451 0.289 0.911 -0.702
C 0.504 2.863 -0.423 0.056 -0.540 0.291
C -3.383 0.569 -0.446 -0.383 0.979 -0.067
C 0.596 -0.453 3.892 -0.470 -0.877 0.424
C 1.451 -1.097 2.964 -0.177 0.115 -0.737
C 2.928 -1.039 2.922 0.243 0.093 -0.032
C -1.834 -2.671 2.131 -0.039 -0.508 0.067
C -1.733 0.961 -3.425 -1.526 -0.460 -0.769
H -2.705 -2.037 1.888 0.411 -0.169 0.175
H -1.709 3.110 -0.607 0.346 0.755 0.088
H -2.516 1.630 -3.027 0.254 -0.480 -0.211
H 0.884 -2.123 -4.241 -0.011 0.123 -0.503
H 1.949 1.442 -2.421 -0.687 -0.794 0.654
H 1.275 1.736 -4.769 0.096 0.472 0.113
H -3.717 -0.350 0.034 0.232 0.113 0.068
H -1.837 -1.498 5.433 0.036 0.324 -0.353
H 3.729 0.640 0.492 -0.234 0.148 0.053
H 1.132 2.832 2.375 -0.023 -0.040 -0.044
H -1.559 -3.271 1.257 -0.185 0.211 0.203
H -1.140 -1.771 -1.729 0.706 -0.310 0.246
H 1.066 -0.329 5.990 -0.081 0.266 -0.506
H 3.301 -0.052 3.215 0.020 -0.289 0.050
H -2.166 -1.569 -0.435 1.169 0.180 0.165
H 0.443 -3.299 0.493 0.327 0.012 0.238
H -2.817 -0.893 4.066 0.191 0.029 0.265
H -2.804 -0.827 -2.847 0.197 0.049 -0.118
H 2.776 2.994 1.722 0.000 0.176 0.012
H 0.632 -0.575 -5.096 0.357 -0.045 0.155
H 1.610 -1.131 -2.299 -0.433 0.558 -0.603
H -1.492 -1.422 -5.214 -0.164 0.070 0.122
H -0.345 -1.714 -0.065 -0.654 0.623 -0.655
H -2.130 -3.367 2.926 -0.239 0.025 -0.111
H -3.748 0.587 -1.477 0.045 0.059 0.157
H 0.297 1.123 5.271 0.195 -0.266 0.126
H -0.763 0.981 -5.381 -0.250 0.123 0.432
H 2.328 1.569 2.642 0.046 0.100 0.102
H -3.756 1.420 0.109 -0.617 0.138 0.001
H 0.388 3.683 0.304 0.236 -0.399 -0.202
H 1.087 3.229 -1.271 0.046 0.027 0.196
H -1.849 0.251 5.035 -0.074 -0.349 -0.021
H 3.326 -1.276 1.926 -0.173 0.021 0.305
H -0.945 2.525 -2.056 0.163 -0.132 0.729
H 3.619 1.930 -0.691 -0.056 0.080 0.031
H 2.061 -2.571 0.643 -0.277 -0.128 0.163
H 1.995 0.774 4.921 -0.227 -0.191 0.192
H 0.616 2.919 -3.583 0.316 -0.652 -0.072
H 3.329 -1.780 3.631 0.044 0.154 -0.119
H 1.539 -3.853 1.765 -0.093 0.456 -0.078
H 3.051 0.307 -1.088 -0.188 0.194 0.218
H -1.305 -2.399 -3.770 -0.056 -0.120 -0.077
H -1.284 2.532 -4.723 0.184 -0.148 -0.257
```
Forces are in eV/Å.

Computed properties:
Kohn-Sham gap (alpha / beta) = 5.31 / 4.63 eV
Lowest unoccupied orbital energy (alpha / beta) = -2.386 / -5.457 eV
Energy above the lowest of the compared OMol25 structures with the same formula, charge and spin = 0.00 kcal/mol
Net charge = +1
Max |F| = 0.147 hartree/bohr
HOMO (alpha / beta) = -7.698 / -10.082 eV
Multiplicity = 5

A gas-phase ion, C4H11N2O (charge +1) at a distorted geometry, computed with ωB97M-V/def2-TZVPD.

Structure (XYZ):
```
18
Properties=species:S:1:pos:R:3:forces:R:3
O 1.271 -0.655 1.493 0.459 -0.041 0.341
N -0.821 -1.597 0.357 -0.240 0.623 -0.195
N 0.674 0.456 -1.038 0.060 0.047 -0.038
C 1.639 0.475 1.261 -0.026 0.424 0.212
C -1.433 -0.258 0.007 -0.698 -0.181 -0.340
C 1.245 1.248 0.025 0.307 -0.826 -0.494
C -0.742 0.335 -1.208 -0.250 0.736 -0.009
H 0.561 2.003 0.409 -0.181 0.343 -0.267
H -1.167 1.333 -1.402 -0.023 -0.169 0.309
H -1.005 -0.195 -2.126 0.338 -0.345 0.125
H 2.233 1.016 2.021 0.052 -0.099 -0.181
H -1.495 -2.135 0.895 0.207 -0.345 -0.018
H 0.069 -1.405 0.885 -0.026 0.055 0.117
H 2.115 1.754 -0.395 0.155 0.299 0.426
H -1.399 0.433 0.854 0.392 -0.435 0.155
H 1.256 -0.287 -1.384 0.047 0.033 -0.059
H -2.493 -0.425 -0.172 -0.056 -0.039 -0.174
H -0.510 -2.095 -0.482 -0.517 -0.079 0.091
```
Forces are in eV/Å.

Computed properties:
Kohn-Sham gap = 10.01 eV
Lowest unoccupied orbital energy = -3.185 eV
Energy above the lowest of the compared OMol25 structures with the same formula, charge and spin = 39.19 kcal/mol
Structure (SMILES) = [NH3+]CCNCC=O
Net charge = +1
Max |F| = 0.020 hartree/bohr
HOMO = -13.197 eV

A molecular structure, C31H25BClCrIN11OS, computed with ωB97M-V/def2-TZVPD.

Structure (XYZ):
```
73
Properties=species:S:1:pos:R:3:forces:R:3
I -2.901 3.133 -3.544 0.005 0.005 -0.016
Cr 0.741 0.518 -0.856 -0.109 0.068 -0.033
Cl -5.705 -1.630 -2.150 0.000 0.005 -0.004
S 2.107 -0.687 0.618 0.061 0.041 -0.187
O -0.690 1.422 -1.939 0.083 0.061 -0.031
N 0.061 0.456 2.051 0.257 -0.351 0.005
N -0.729 -0.999 -0.941 0.057 0.026 -0.048
N 4.121 -1.425 -1.772 0.020 -0.009 -0.076
N 0.707 -0.801 4.263 0.139 0.142 0.068
N 4.542 -0.154 -1.622 -0.035 -0.016 0.151
N 3.283 2.094 -1.344 0.070 0.055 -0.103
N 2.069 2.093 -0.762 -0.045 -0.086 -0.048
N 2.748 0.479 -3.235 -0.064 0.178 0.076
N 1.543 0.099 -2.772 0.090 -0.162 0.313
N -0.193 1.073 0.900 -0.115 0.076 0.207
N 1.557 -0.968 3.150 0.032 -0.161 0.013
C -3.074 3.317 0.230 0.045 0.020 0.033
C 1.644 -0.353 -4.958 0.091 0.008 0.012
C 5.637 -0.100 -0.838 -0.019 0.007 0.044
C -1.124 -1.608 5.580 -0.011 -0.006 0.001
C -2.188 -2.947 3.416 -0.051 -0.026 -0.003
C 0.869 -0.401 -3.802 0.001 -0.032 0.014
C 4.962 -2.167 -1.069 0.001 -0.033 0.005
C -1.499 1.625 0.919 0.100 -0.055 -0.065
C -2.537 0.950 1.568 -0.059 0.038 0.030
C -2.993 -2.599 -0.933 0.023 -0.014 0.010
C -1.814 -3.040 -0.400 -0.002 0.040 -0.018
C -0.453 -1.554 4.350 -0.169 -0.051 0.028
C -1.002 -2.246 3.266 0.029 0.040 0.004
C -2.303 -2.316 5.716 0.000 -0.003 -0.008
C 5.950 -1.383 -0.450 -0.018 0.030 -0.013
C -3.063 -1.313 -1.510 -0.030 0.008 -0.003
C -4.207 -0.735 -2.112 0.017 0.007 -0.009
C -1.890 -0.541 -1.485 0.032 0.008 -0.037
C -0.683 -2.204 -0.420 -0.087 -0.005 0.018
C 3.959 3.181 -0.946 0.049 0.034 -0.019
C -2.855 -2.991 4.632 0.004 -0.007 -0.003
C -1.806 0.786 -2.037 -0.033 -0.052 -0.020
C -3.827 1.454 1.536 -0.001 -0.001 0.005
C -2.959 1.260 -2.648 0.017 -0.027 0.018
C 1.992 3.174 0.006 -0.042 0.033 0.037
C -4.147 0.510 -2.670 0.006 -0.031 0.028
C -1.781 2.819 0.256 -0.002 0.002 0.043
C -4.105 2.637 0.864 -0.052 0.021 -0.001
C 1.165 -0.345 2.075 -0.204 0.224 -0.216
C 3.174 3.909 -0.076 -0.016 -0.055 0.003
C 2.833 0.217 -4.543 -0.013 -0.044 -0.033
B 3.862 1.027 -2.330 -0.006 -0.037 -0.082
H -0.713 -1.068 6.426 0.006 0.003 -0.003
H 3.738 0.446 -5.079 -0.003 0.016 -0.012
H 1.266 -0.887 5.098 -0.002 0.038 0.015
H -3.877 -3.223 -0.922 -0.004 -0.002 0.005
H -2.802 -2.335 6.678 -0.001 0.002 0.002
H 0.267 -2.498 0.009 0.017 -0.011 -0.028
H -1.734 -4.020 0.050 0.002 -0.011 -0.002
H -3.278 4.238 -0.301 0.002 0.003 -0.005
H 1.106 3.350 0.591 -0.015 -0.001 0.024
H -0.991 3.334 -0.272 0.015 0.022 -0.016
H -5.030 0.929 -3.132 -0.003 -0.003 -0.004
H 4.953 3.361 -1.319 -0.006 0.012 -0.022
H -0.140 -0.756 -3.675 -0.012 0.012 0.020
H 1.375 -0.680 -5.947 0.006 0.000 -0.014
H -4.621 0.911 2.035 -0.003 -0.003 -0.003
H 4.679 1.619 -2.994 -0.047 0.007 -0.090
H 4.822 -3.235 -1.025 -0.005 -0.003 0.003
H -2.311 0.032 2.093 0.006 -0.037 0.003
H 6.755 -1.701 0.190 0.000 0.002 0.006
H -0.490 -2.235 2.316 -0.002 0.029 0.014
H -5.115 3.024 0.832 -0.003 0.000 0.001
H -2.598 -3.470 2.559 -0.002 0.011 0.005
H -3.783 -3.538 4.736 -0.006 0.001 -0.002
H 6.105 0.843 -0.604 0.011 0.000 0.011
H 3.417 4.829 0.425 0.003 0.002 0.003
```
Forces are in eV/Å.

Computed properties:
Kohn-Sham gap (alpha / beta) = 6.01 / 6.35 eV
Lowest unoccupied orbital energy (alpha / beta) = 2.087 / 1.857 eV
Net charge = -1
Max |F| = 0.008 hartree/bohr
HOMO (alpha / beta) = -3.925 / -4.496 eV
Multiplicity = 5

> What is the net charge in the second record?

+1

> Look up the net charge of the first one.

+1

> What is the max |F| in the second record?

0.020 hartree/bohr